[1]
A molecular structure, C3H2Br5Cl, computed with wB97M-V/def2-TZVPD.

## Properties
ΔE to the lowest compared entry with this formula, charge and spin (kJ/mol): 31.6
HOMO (alpha / beta) (eV): -8.551 / -8.728
E_LUMO (alpha / beta) (eV): -1.52 / -0.82

Geometry as XYZ:
```
11
C3H2Br5Cl, DFT wB97M-V/def2-TZVPD
Br -0.228 2.867 1.710
Br -2.350 0.094 0.259
Br -0.503 1.660 -1.779
Br 0.751 -1.524 -2.357
Br 2.182 1.100 0.347
Cl -1.126 -2.573 -0.274
C -0.551 0.672 -0.211
C 0.321 1.051 0.896
C 0.349 -1.803 -0.574
H 1.032 -1.763 0.170
H 0.124 0.217 1.813
```

=====

[2]
A molecular structure, C13H13HgNO4, computed with wB97M-V/def2-TZVPD.

## Properties
Charge: +2
HOMO (eV): -15.159
E_LUMO (eV): -7.76

Geometry as XYZ:
```
32
C13H13HgNO4, DFT wB97M-V/def2-TZVPD
Hg -0.146 0.303 -2.660
O 3.312 0.330 -3.147
O 0.149 3.574 -2.537
O -2.557 0.326 -5.817
O 0.155 -2.926 -2.620
N 1.371 -0.410 2.104
C -1.076 0.424 -0.701
C -2.366 0.764 -1.045
C -0.532 0.217 0.542
C -3.225 0.933 0.010
C -1.839 0.317 -4.953
C 0.091 2.413 -2.604
C 0.080 -1.766 -2.651
C -1.425 0.414 1.597
C -2.761 0.760 1.320
C 2.169 0.326 -2.963
C 0.919 -0.120 0.664
C 0.805 -1.690 2.642
C 2.863 -0.404 2.218
H 1.208 -1.017 0.118
H -4.248 1.204 -0.209
H 1.023 0.376 2.677
H -3.453 0.905 2.139
H 3.127 -0.559 3.268
H -0.283 -1.688 2.551
H -2.643 0.904 -2.080
H 3.242 0.562 1.872
H 1.571 0.691 0.298
H 1.108 -1.772 3.689
H 3.236 -1.209 1.603
H 1.237 -2.489 2.057
H -1.111 0.305 2.621
```

=====

[3]
A molecular structure, C49H66N8O2PSSbSiSr, computed with wB97M-V/def2-TZVPD.

## Properties
ΔE to the lowest compared entry with this formula, charge and spin (kJ/mol): 87.2
HOMO (eV): -6.852
E_LUMO (eV): 0.23

Geometry as XYZ:
```
130
C49H66N8O2PSSbSiSr, DFT wB97M-V/def2-TZVPD
Sb 3.662 -0.010 -1.276
Sr -0.821 0.712 -0.458
S 0.477 -1.442 -1.752
P -3.444 -1.706 -0.063
Si -3.867 3.223 -0.420
O -2.220 -1.050 -0.528
O 0.624 -1.379 -0.262
N -2.268 2.674 -0.678
N 0.146 -0.176 -2.402
N 0.829 -0.353 4.026
N -4.715 -1.543 -1.116
N 0.280 0.587 2.095
N -3.958 -1.095 1.394
N -3.127 -3.357 0.134
N -0.021 3.023 -0.667
C -4.583 -1.817 3.549
C -4.437 -1.607 -2.539
C -4.926 3.874 -1.894
C 4.683 2.030 -3.752
C 4.272 0.186 0.824
C -4.143 -4.385 0.181
C -5.128 -1.473 2.166
C 4.971 -4.260 -1.336
C 1.277 3.139 5.154
C -6.146 -1.507 -0.874
C -2.868 -0.726 2.301
C -4.815 1.740 0.291
C -5.621 -0.868 -3.147
C 8.246 1.169 -2.851
C -3.477 -0.778 3.700
C -1.963 -5.396 0.370
C 3.203 -1.931 1.722
C 0.926 1.001 4.232
C 7.136 1.695 -3.486
C 5.138 1.833 2.375
C -6.779 -1.338 -2.264
C -1.404 4.774 -1.541
C 5.849 1.393 -3.057
C 4.057 -2.082 -1.827
C 3.533 -2.571 -3.025
C 4.752 1.043 3.441
C 2.368 3.273 -0.401
C 4.797 -2.924 -1.014
C -1.919 -4.021 -0.324
C 4.146 -0.173 3.194
C 4.379 -4.768 -2.477
C 5.671 0.535 -1.974
C -1.258 3.483 -0.964
C 3.882 -0.609 1.899
C -0.304 5.544 -1.785
C -3.414 -5.548 0.860
C 1.042 3.806 -0.858
C 0.942 3.721 3.928
C 1.278 1.770 5.331
C 0.585 2.963 2.834
C 2.911 -1.657 -4.037
C 8.070 0.323 -1.769
C 4.899 1.400 1.085
C 3.682 -3.920 -3.319
C -3.871 4.625 0.896
C 0.954 5.071 -1.410
C 0.573 1.582 2.993
C 6.789 0.010 -1.347
C 0.455 -0.529 2.732
H 5.617 2.786 2.546
H -3.476 -1.139 -2.753
H 2.686 -2.212 2.637
H -3.378 4.302 1.811
H 3.929 -2.714 1.511
H -4.409 -2.646 -2.900
H -3.909 0.191 3.949
H 9.238 1.423 -3.198
H -5.344 -1.747 4.323
H -4.629 1.623 1.353
H -5.490 3.078 -2.375
H -7.604 -0.628 -2.250
H 3.857 -0.798 4.029
H 5.564 -4.899 -0.698
H -7.156 -2.298 -2.624
H 4.232 2.784 -3.107
H 2.489 -1.895 0.902
H -5.469 0.206 -3.045
H -2.394 5.105 -1.802
H 4.481 -5.814 -2.729
H 1.841 5.668 -1.555
H -1.932 -4.153 -1.414
H -0.406 6.515 -2.253
H -6.389 -0.663 -0.222
H -5.019 -4.048 0.732
H 8.930 -0.090 -1.259
H 2.493 -2.218 -4.869
H 3.015 3.086 -1.260
H 6.660 -0.648 -0.499
H -2.044 -1.443 2.213
H -4.880 4.935 1.149
H 4.998 2.517 -4.671
H 2.203 2.341 0.139
H 3.914 1.297 -3.991
H 1.550 1.326 6.276
H 2.122 -1.041 -3.609
H -3.335 5.495 0.529
H -4.453 -4.685 -0.833
H 2.870 3.986 0.251
H 1.039 -1.070 4.699
H 7.269 2.359 -4.331
H -3.468 -5.446 1.943
H 3.684 -0.998 -4.433
H -1.702 -6.187 -0.330
H -5.645 4.613 -1.545
H -5.769 -1.113 -4.197
H -6.503 -2.432 -0.404
H 5.207 2.020 0.253
H 1.544 3.777 5.982
H -5.883 1.857 0.149
H 0.348 -1.497 2.283
H 0.962 4.796 3.835
H -1.260 -5.436 1.199
H -3.848 -6.508 0.590
H -4.500 0.827 -0.202
H 3.253 -4.312 -4.231
H 5.264 -2.521 -0.127
H 4.926 1.367 4.456
H -4.312 4.347 -2.655
H -5.659 -2.304 1.709
H -4.156 -2.821 3.553
H 0.332 3.401 1.881
H -2.495 0.270 2.049
H -5.809 -0.613 2.238
H -2.736 -1.038 4.454
H -1.047 -3.425 -0.061
```

=====

Per-record maximum force, eV/Å: 4.2; 8.2; 2.9